Record 1
98
Properties=species:S:1:pos:R:3:forces:R:3:mulliken_charge:R:1 method="wB97M-V/def2-TZVPD" e_above_lowest_kcal_mol=0.0 total_charge=-1 fmax_ha_per_bohr=0.185
K 0.0000 0.0000 0.0000 -0.478 -0.067 0.294 0.939
C -3.0967 -2.4459 3.4078 0.252 0.421 0.030 -1.619
C -2.2130 -2.8205 2.2085 -0.960 -2.522 -0.528 0.211
C -2.5005 -4.0607 1.6761 -0.608 1.274 1.485 -0.684
C -1.8103 -4.5162 0.5958 2.388 1.118 -1.970 -0.294
N -0.8336 -3.7457 0.0885 -0.074 -1.632 -0.386 -0.063
N -0.3869 -2.5315 0.4425 -2.150 -2.026 2.411 0.741
B 0.8795 -2.3912 -0.7556 -0.910 -0.111 0.441 -1.245
N 0.2986 -2.7640 -2.1566 0.455 -0.079 0.763 1.158
N 1.0921 -3.4663 -2.9683 0.686 -1.295 -1.717 -1.048
C 0.6876 -3.9422 -4.1791 0.021 1.126 2.065 -0.539
C -0.6181 -3.6647 -4.6004 -0.813 0.592 0.505 -0.345
C -1.4822 -2.9090 -3.8080 1.145 -1.608 -2.054 0.104
C -2.8811 -2.6470 -4.3353 -0.024 0.107 0.175 -1.671
C -1.0330 -2.4337 -2.5488 4.624 -3.947 -3.978 1.272
S -1.9966 -1.6263 -1.7285 -5.637 5.086 4.979 -0.679
C 1.6688 -4.7843 -5.0095 0.437 -0.093 0.062 2.341
C 2.8812 -3.9144 -5.3880 0.372 0.306 -0.026 -1.641
C 2.1461 -5.9677 -4.1550 0.217 -0.276 0.323 -1.409
C 1.0501 -5.3578 -6.3067 -0.368 0.129 -0.029 -2.130
N 2.2566 -2.6885 -0.0653 0.184 -0.785 0.062 0.666
N 2.6177 -3.9743 -0.1671 1.362 -2.527 0.911 -0.260
C 3.6262 -4.5350 0.5606 -2.598 1.045 -1.894 -0.119
C 4.3725 -3.7190 1.4056 -0.001 2.073 0.840 -0.490
C 4.0352 -2.3823 1.5791 2.213 -3.321 0.382 0.483
C 4.8481 -1.5788 2.5805 -0.133 0.227 -0.058 -1.523
C 2.9201 -1.8508 0.8753 1.435 -6.847 -2.165 0.682
S 2.5144 -0.4665 1.2199 -2.732 8.857 2.081 -0.503
C 3.8739 -6.0519 0.5549 -0.481 -0.350 -0.247 2.243
C 2.8512 -6.7877 -0.3282 -0.232 -0.090 -0.038 -0.822
C 5.2935 -6.3638 0.0478 0.337 0.016 -0.104 -1.699
C 3.7014 -6.6048 1.9922 -0.018 0.092 0.413 -1.666
C -1.1695 -1.9728 1.6481 -0.127 -4.023 -2.430 0.720
S -1.1741 -0.6275 2.4515 1.511 4.747 1.938 -0.464
C -2.1293 -5.8686 -0.0518 0.406 -0.191 -0.678 2.535
C -1.8841 -7.0036 0.9625 0.063 -0.164 0.303 -1.650
C -3.6009 -5.8918 -0.5184 -0.349 0.139 -0.020 -1.610
C -1.2367 -6.1157 -1.2911 0.202 0.120 -0.152 -1.401
H -3.8329 -3.2332 3.6788 0.605 0.186 -0.509 0.307
H -3.6805 -1.5283 3.1817 0.521 -0.375 0.289 0.300
H -2.4651 -2.2744 4.3053 -0.406 0.204 -0.533 0.327
H -3.2859 -4.6742 2.0990 -0.052 0.076 0.142 0.235
H -0.9827 -4.0278 -5.5493 0.027 -0.058 -0.087 0.463
H -3.0492 -3.1071 -5.3322 0.370 0.171 0.580 0.382
H -3.0492 -1.5540 -4.4334 -0.075 -0.602 0.252 0.278
H -3.6315 -3.0742 -3.6365 0.319 0.475 -0.312 0.242
H 3.3847 -3.5182 -4.4798 -0.386 -0.201 -0.536 0.255
H 2.5585 -3.0550 -6.0137 0.231 -0.440 0.357 0.392
H 3.6253 -4.5083 -5.9624 -0.424 0.289 0.273 0.391
H 2.6738 -5.5767 -3.2683 -0.337 -0.214 -0.271 0.003
H 2.8598 -6.6091 -4.7160 -0.414 0.345 0.191 0.390
H 1.2876 -6.5946 -3.8266 0.519 0.367 -0.125 0.308
H 0.7211 -4.5442 -6.9872 0.107 -0.480 0.336 0.420
H 0.1821 -6.0127 -6.0717 0.447 0.407 -0.205 0.388
H 1.7943 -5.9740 -6.8569 -0.337 0.412 0.448 0.390
H 5.1824 -4.1397 1.9870 0.074 0.012 0.015 0.253
H 5.6621 -2.1780 3.0415 -0.549 0.121 -0.466 0.327
H 4.1916 -1.2196 3.4013 0.390 0.020 -0.575 0.304
H 5.3134 -0.7079 2.0732 -0.414 -0.305 0.411 0.297
H 2.9393 -6.4590 -1.3710 -0.200 -0.044 0.280 -0.146
H 1.8188 -6.5941 0.0308 0.575 -0.040 -0.315 -0.098
H 3.0211 -7.8862 -0.3033 0.028 0.608 0.091 0.498
H 5.4248 -5.9863 -0.9884 -0.035 -0.212 0.584 0.341
H 5.4741 -7.4610 0.0492 -0.131 0.612 0.001 0.422
H 6.0639 -5.8947 0.6949 -0.363 -0.225 -0.385 0.306
H 2.6792 -6.3856 2.3733 0.618 -0.117 -0.233 0.296
H 4.4326 -6.1630 2.6998 -0.383 -0.197 -0.342 0.343
H 3.8483 -7.7065 2.0133 -0.076 0.615 -0.129 0.427
H -2.5325 -6.8938 1.8571 0.362 -0.075 -0.424 0.309
H -0.8238 -7.0009 1.2967 -0.608 -0.016 -0.172 0.242
H -2.1041 -7.9922 0.5044 0.116 0.567 0.218 0.430
H -4.3016 -5.7604 0.3323 0.324 -0.042 -0.443 0.324
H -3.8429 -6.8617 -1.0044 0.199 0.517 0.273 0.430
H -3.7874 -5.0770 -1.2519 0.108 -0.457 0.442 0.235
H -0.1634 -6.1059 -1.0165 -0.544 0.099 -0.199 -0.225
H -1.4051 -5.3311 -2.0586 0.174 -0.387 0.433 0.016
H -1.4657 -7.1000 -1.7539 0.010 0.486 0.351 0.542
C -3.3648 1.3309 -0.3787 -0.175 -0.084 0.227 -1.043
C -2.4823 1.9263 -1.4291 1.954 -1.114 0.627 0.426
C -2.9589 2.8262 -2.3487 0.616 0.984 -1.471 -0.912
C -2.0637 3.3223 -3.2829 -0.722 -0.179 0.485 -0.878
C -0.7035 2.9248 -3.3008 -0.383 0.440 -0.426 1.293
C 0.2010 3.4344 -4.2549 0.985 -0.024 -0.331 -0.009
Br -0.2947 4.6945 -5.6059 -0.225 -0.026 0.114 -0.301
C 1.5261 3.0418 -4.2658 -0.675 0.061 0.173 -0.363
C 1.9777 2.1278 -3.3199 -0.262 0.187 -0.135 -0.063
Br 3.8478 1.6848 -3.4706 -0.661 -0.115 0.375 -0.239
C 1.1443 1.5545 -2.3145 1.848 -1.413 0.964 0.294
O 1.6420 0.7101 -1.4703 -0.529 1.595 -1.765 -0.479
C -0.2569 1.9871 -2.3241 -1.651 0.604 -0.169 -0.652
N -1.1953 1.5309 -1.4226 -0.425 1.072 -0.819 0.374
H -4.3917 1.7029 -0.4526 0.149 0.001 -0.045 0.394
H -2.9825 1.5820 0.6156 -0.042 -0.163 -0.049 0.184
H -3.3887 0.2419 -0.4852 0.026 0.139 0.143 0.117
H -3.9943 3.1420 -2.3510 0.017 -0.018 0.008 0.424
H -2.4503 4.0335 -4.0060 0.342 -0.058 -0.053 0.286
H 2.2154 3.4389 -5.0036 -0.135 -0.038 0.094 0.391
H -0.1247 1.9017 1.2357 -0.059 0.526 0.358 -0.111



Record 2
103
Properties=species:S:1:pos:R:3:forces:R:3:mulliken_charge:R:1 method="wB97M-V/def2-TZVPD" e_tot_ha=-3935.7938 fmax_ha_per_bohr=0.017 smiles="CCOB(O)[C@@]1([C@@H](Cl)[C@H](C)Cl)OS(=O)(=O)O[C@@]1(CCCN)COC(F)(F)F.c1ccncc1.c1ccncc1.c1ccncc1.c1ccncc1.c1ccncc1"
C -2.0953 -2.5030 -3.6602 -0.208 -0.200 0.049 -1.208
C -1.7995 -3.0552 -2.2692 -0.142 0.030 -0.162 -0.318
O -0.5377 -2.5263 -1.8234 0.281 -0.369 0.010 -0.171
B 0.0552 -2.9917 -0.6997 -0.064 0.369 -0.020 0.643
O -0.5997 -3.7487 0.2363 -0.060 0.016 -0.330 -0.688
C 1.6083 -2.5373 -0.3717 -0.294 -0.080 -0.229 -0.591
C 1.7525 -1.1743 0.3468 -0.062 -0.438 0.351 -0.320
Cl 2.5476 0.0670 -0.6517 -0.043 0.020 -0.171 -0.142
C 0.4378 -0.6430 0.9425 0.136 0.338 0.247 -0.086
C -0.5477 0.0472 0.0117 -0.290 0.067 0.343 -0.984
Cl 0.9162 0.5307 2.2455 0.007 -0.143 -0.200 -0.386
O 2.0458 -3.5673 0.6094 -0.028 0.363 0.192 -0.428
S 2.3524 -4.9295 -0.1250 0.132 -0.085 -0.138 1.237
O 3.6942 -5.2949 0.1808 -0.419 -0.160 -0.060 -0.605
O 1.2943 -5.8709 0.0487 0.261 0.135 -0.089 -0.690
O 2.2295 -4.3420 -1.5997 0.058 -0.048 0.078 -0.458
C 2.5642 -2.8935 -1.5537 0.331 -0.084 0.049 2.581
C 4.1125 -2.7661 -1.3905 -0.131 0.134 0.005 -1.569
C 4.7614 -2.3423 -0.0602 0.285 0.019 0.043 -0.373
C 5.9750 -3.2007 0.3683 0.101 0.214 0.159 -0.945
N 6.8707 -3.6610 -0.6907 -0.151 -0.130 0.067 -0.653
C 2.1856 -2.3353 -2.9241 -0.009 -0.116 -0.086 -1.672
O 2.8692 -3.1340 -3.9141 0.162 0.223 0.247 -0.385
C 2.0932 -3.6159 -4.8856 -0.275 0.254 0.381 0.943
F 1.1271 -4.4218 -4.4365 -0.333 -0.338 0.263 -0.247
F 2.8428 -4.2962 -5.7175 0.493 -0.502 -0.527 -0.291
F 1.4703 -2.6523 -5.5741 -0.164 0.460 -0.262 -0.294
H -1.8222 -3.2195 -4.4381 0.130 0.161 0.049 0.308
H -1.5514 -1.5711 -3.8197 -0.082 -0.031 0.021 0.263
H -3.1652 -2.3043 -3.7635 0.122 0.025 -0.017 0.346
H -2.5806 -2.7831 -1.5553 0.137 0.071 0.020 0.317
H -1.7350 -4.1474 -2.2980 -0.022 0.110 0.080 0.378
H -0.6436 -4.6996 0.0724 0.075 0.045 0.212 0.310
H 2.4255 -1.3415 1.1879 -0.062 0.041 -0.122 0.816
H -0.0435 -1.4543 1.4971 0.113 -0.017 -0.166 0.452
H -1.2017 -0.6678 -0.4855 0.174 0.072 -0.129 0.005
H -0.0481 0.6880 -0.7132 0.007 -0.117 -0.022 0.323
H -1.2076 0.6786 0.6101 0.072 -0.095 -0.074 0.514
H 4.5134 -3.7360 -1.6936 -0.088 0.099 0.005 0.570
H 4.4402 -2.0662 -2.1637 -0.033 -0.075 0.088 0.523
H 4.0649 -2.3428 0.7754 0.037 -0.071 -0.064 -0.059
H 5.1177 -1.3128 -0.1575 -0.145 -0.043 -0.050 0.561
H 6.5589 -2.5783 1.0569 -0.070 -0.097 -0.007 0.407
H 5.6428 -4.0657 0.9440 0.040 0.025 -0.179 0.296
H 6.9113 -3.0117 -1.4660 0.069 -0.002 0.019 0.280
H 6.5774 -4.5615 -1.0485 0.003 0.101 -0.052 0.325
H 2.5453 -1.3120 -3.0252 -0.027 -0.097 0.151 0.721
H 1.1198 -2.3509 -3.0984 -0.119 -0.085 0.010 0.202
C -6.2159 1.5694 1.2574 -0.003 0.042 0.000 0.119
C -5.7406 0.2732 1.3754 0.007 0.015 -0.006 -0.798
C -4.6072 -0.0834 0.6614 0.026 -0.007 -0.012 0.007
N -3.9454 0.7507 -0.1389 -0.001 -0.028 -0.016 -0.236
C -4.4131 1.9926 -0.2446 0.018 -0.008 -0.013 -0.250
C -5.5365 2.4487 0.4289 0.004 -0.031 0.023 -0.530
H -7.1029 1.8773 1.7949 -0.028 -0.036 -0.022 0.275
H -6.2391 -0.4487 2.0076 -0.001 -0.007 -0.002 0.376
H -4.2057 -1.0895 0.7336 -0.015 -0.005 0.019 0.329
H -3.8577 2.6535 -0.9015 -0.014 0.015 0.006 0.351
H -5.8679 3.4707 0.3044 0.009 0.007 -0.008 0.358
C -11.9240 2.2506 3.5621 0.000 0.000 -0.001 -0.145
C -11.4443 0.9568 3.6881 -0.010 0.019 -0.007 -0.486
C -10.3133 0.5991 2.9701 0.025 -0.006 -0.023 -0.118
N -9.6602 1.4316 2.1619 0.007 0.023 0.043 -0.386
C -10.1337 2.6709 2.0497 0.020 -0.021 -0.021 -0.035
C -11.2551 3.1286 2.7246 -0.013 -0.015 0.010 -0.557
H -12.8037 2.5687 4.1063 -0.001 0.001 0.002 0.365
H -11.9343 0.2366 4.3286 0.006 -0.009 0.002 0.347
H -9.9092 -0.4046 3.0440 -0.015 -0.004 0.014 0.346
H -9.5866 3.3292 1.3829 -0.012 0.017 0.008 0.345
H -11.5928 4.1475 2.5945 0.005 0.005 -0.008 0.344
C 5.3492 -4.7702 -7.7225 0.066 -0.002 -0.047 0.004
C 5.5310 -6.1290 -7.9248 -0.007 0.018 0.005 -0.452
C 6.4748 -6.5395 -8.8548 0.019 0.001 -0.019 -0.249
N 7.2195 -5.6991 -9.5696 -0.005 0.002 0.005 -0.553
C 7.0346 -4.3969 -9.3662 0.013 -0.018 -0.014 -0.220
C 6.1188 -3.8838 -8.4596 -0.011 -0.021 0.008 -0.480
H 4.6254 -4.4110 -7.0064 0.045 0.006 -0.028 0.593
H 4.9536 -6.8588 -7.3736 0.005 -0.010 -0.001 0.347
H 6.6449 -7.5950 -9.0377 -0.017 -0.003 0.014 0.340
H 7.6523 -3.7328 -9.9610 -0.009 0.017 0.013 0.347
H 6.0133 -2.8144 -8.3367 0.007 0.005 -0.007 0.351
C -0.1131 3.7260 7.1263 0.002 0.005 0.006 -0.321
C 0.6440 4.8342 6.7831 -0.011 -0.016 0.010 -0.335
C 1.3134 4.8323 5.5669 0.017 -0.037 -0.060 -0.319
N 1.2647 3.8147 4.7070 -0.012 -0.013 0.025 -0.436
C 0.5340 2.7555 5.0497 0.037 0.019 -0.024 0.461
C -0.1704 2.6615 6.2410 -0.004 0.010 0.009 -0.543
H -0.6487 3.6917 8.0667 0.000 -0.001 0.001 0.381
H 0.7182 5.6894 7.4413 0.004 0.013 -0.010 0.365
H 1.9040 5.6892 5.2642 -0.031 0.028 0.009 0.512
H 0.5127 1.9420 4.3323 -0.052 0.059 0.114 0.073
H -0.7481 1.7748 6.4649 0.004 -0.008 -0.009 0.376
C 1.6561 10.8920 4.0741 0.000 -0.002 0.000 -0.127
C 0.7569 9.9737 3.5565 0.017 0.015 0.009 -0.610
C 0.9161 8.6358 3.8855 -0.004 -0.048 0.004 -0.105
N 1.8893 8.1836 4.6724 0.037 0.029 0.041 -0.306
C 2.7470 9.0761 5.1620 -0.012 -0.017 -0.011 -0.100
C 2.6744 10.4351 4.8955 -0.017 0.007 -0.014 -0.588
H 1.5656 11.9451 3.8410 0.000 0.002 0.000 0.362
H -0.0524 10.2840 2.9100 -0.007 -0.008 -0.002 0.354
H 0.2327 7.8864 3.5007 -0.006 0.013 -0.009 0.373
H 3.5316 8.6808 5.7982 0.005 0.020 0.003 0.367
H 3.3992 11.1148 5.3219 0.008 -0.005 0.004 0.358